Entry 1:
Computed, not measured: 2 unconnected molecules or ions with the total composition C7H11N4O2 at a distorted geometry, with ωB97M-V/def2-TZVPD.

Kohn-Sham gap in eV: 7.760
HOMO level in eV: -13.6
Total charge: +1

Geometry (Å):
N1 4.44364 -0.19464 1.35079
C1 3.50206 0.23234 0.55157
C2 2.39040 1.30000 1.00207
C3 0.97066 0.62758 1.19670
C4 -0.04493 1.08725 2.23907
C5 -1.29176 0.24665 2.15191
N2 -1.44068 -0.81082 1.27465
N3 -0.62514 -1.28294 0.34901
C6 0.53198 -0.53131 0.33452
H1 4.28036 0.30230 2.24704
H2 3.41822 -0.17098 -0.51050
H3 2.36711 2.22983 0.32963
H4 2.73309 1.69307 2.02703
H5 0.11327 1.93652 2.95900
H6 -2.15274 0.50423 2.85256
H7 -2.33586 -1.33323 1.33672
H8 1.28055 -0.84991 -0.47008
C7 -2.53911 -1.15831 -2.56053
N4 -2.66336 -0.13996 -3.63494
O1 -3.75924 0.35824 -3.80893
O2 -1.65336 0.12042 -4.26256
H9 -3.51026 -1.28941 -2.08713
H10 -2.20760 -2.08654 -3.02331
H11 -1.80731 -0.79038 -1.84426

Löwdin atomic charge list, values in e, 5 entries: number 1, N, carries 0.106; number 2, C, carries -0.220; number 3, C, carries -0.115; number 4, C, carries -0.074; number 5, C, carries 0.099


Entry 2:
Computed, not measured: a molecular structure, C24H21F6N2O4RuS2SbSe at a distorted geometry, with ωB97M-V/def2-TZVPD.

Kohn-Sham gap (alpha / beta) in eV: 5.098 / 3.595
HOMO level (alpha / beta) in eV: -14.3 / -14.3
Total charge: +2
2S+1: 5

Geometry (Å):
Ru1 -0.18435 -0.12418 0.12378
F1 -0.69441 1.60124 -4.50221
C1 -0.64035 0.29239 -4.34940
F2 0.17581 -0.25362 -5.20970
F3 -1.84670 -0.23159 -4.44363
S1 -0.03525 -0.05655 -2.61600
O1 -0.62574 0.99968 -1.73969
O2 -0.50082 -1.33774 -2.13715
N1 1.49535 0.09217 -2.76437
S2 2.47588 -0.35015 -1.60620
O3 1.72590 -0.96822 -0.48759
O4 3.63287 -1.01259 -2.04901
C2 2.97142 1.27678 -0.86539
F4 3.41496 2.10157 -1.78284
F5 3.87092 1.07837 0.06867
F6 1.85774 1.81141 -0.29477
Se1 0.68603 -0.68017 2.29501
C3 -0.16155 0.45751 3.45567
N2 -0.64826 1.14517 4.24102
C4 -5.14011 -1.39301 2.22073
C5 -4.69943 -0.15437 2.93885
C6 -5.33942 0.18664 4.13215
C7 -4.97845 1.30120 4.86612
C8 -3.96155 2.13183 4.42152
C9 -3.31784 1.82816 3.23442
C10 -3.67197 0.69374 2.50390
Sb1 -2.69503 0.61173 0.63061
C11 -2.93016 2.65079 -0.01016
C12 -1.82943 3.40810 -0.25151
C13 -1.95552 4.77757 -0.64239
C14 -3.22363 5.37393 -0.80608
C15 -4.33556 4.63674 -0.55286
C16 -4.23134 3.26453 -0.12528
C17 -5.45822 2.57313 0.28000
C18 -3.48245 -0.67757 -0.84712
C19 -4.16631 -0.14340 -1.93692
C20 -4.68965 -0.98670 -2.90306
C21 -4.51271 -2.35778 -2.77774
C22 -3.79677 -2.87909 -1.71107
C23 -3.25256 -2.05206 -0.73343
C24 -2.39597 -2.63452 0.35499
H1 -6.13159 -1.68726 2.55868
H2 -4.47134 -2.22750 2.43475
H3 -5.18601 -1.26159 1.13967
H4 -6.14505 -0.44365 4.48644
H5 -5.49677 1.52293 5.78947
H6 -3.66620 3.00032 4.99318
H7 -2.53050 2.48705 2.88618
H8 -0.83583 2.98960 -0.15177
H9 -1.06282 5.36476 -0.81954
H10 -3.30461 6.40550 -1.11986
H11 -5.31761 5.08059 -0.65419
H12 -6.33183 2.98093 -0.22773
H13 -5.59688 2.73159 1.36185
H14 -5.42176 1.49278 0.12113
H15 -4.29662 0.92843 -2.04477
H16 -5.23314 -0.57832 -3.74402
H17 -4.92418 -3.02588 -3.52225
H18 -3.64466 -3.94876 -1.64068
H19 -2.61639 -3.69017 0.51081
H20 -2.51827 -2.13847 1.32083
H21 -1.33389 -2.59639 0.07049

Löwdin atomic charge list, values in e, 5 entries: number 1, Ru, carries 1.038; number 2, F, carries 0.197; number 3, C, carries -0.681; number 4, F, carries 0.216; number 5, F, carries 0.186


Entry 3:
Computed, not measured: a single C2H2N4S molecule at a distorted geometry, with ωB97M-V/def2-TZVPD.

SMILES string: S=c1nncn[nH]1
Kohn-Sham gap in eV: 7.716
HOMO level in eV: -9.2
Total charge: 0

Geometry (Å):
S1 -2.74745 0.66223 0.09643
C1 -1.24036 0.08468 -0.04988
N1 -0.83468 -1.17356 -0.21770
N2 0.36119 -1.54625 -0.03654
C2 1.30035 -0.65218 0.30478
N3 1.14289 0.62168 0.05262
N4 -0.06951 1.05363 -0.13997
H1 2.27875 -1.00352 0.58305
H2 -0.19117 1.95328 -0.59278

Löwdin atomic charge list, values in e, 5 entries: number 1, S, carries 0.663; number 2, C, carries -0.877; number 3, N, carries 0.015; number 4, N, carries 0.057; number 5, C, carries -0.198


Entry 4:
Computed, not measured: a gas-phase ion, CH3O4S2 (charge -1) at a distorted geometry, with ωB97M-V/def2-TZVPD.

Kohn-Sham gap in eV: 8.489
HOMO level in eV: -5.1
Total charge: -1

Geometry (Å):
C1 1.32581 -0.14094 -0.11178
O1 -0.79784 1.78507 -1.03829
O2 -0.28756 -2.21744 0.36627
O3 -2.68456 0.18421 -0.06640
O4 -0.85524 0.80131 1.44878
S1 -0.10528 -1.13868 -0.64101
S2 -1.29329 0.54253 0.09150
H1 1.30696 0.73325 -0.75659
H2 2.24636 -0.71068 -0.20786
H3 1.14464 0.16138 0.91537

Löwdin atomic charge list, values in e, 5 entries: number 1, C, carries -0.325; number 2, O, carries -0.554; number 3, O, carries -0.603; number 4, O, carries -0.406; number 5, O, carries -0.400


Entry 5:
Computed, not measured: 12 unconnected molecules or ions with the total composition C4H30NO14 at a distorted geometry, with ωB97M-V/def2-TZVPD.

Kohn-Sham gap in eV: 8.527
HOMO level in eV: -5.8
Total charge: -1

Geometry (Å):
O1 -0.03094 0.74399 0.41505
C1 0.72644 -0.28877 0.30816
O2 0.39620 -1.28795 -0.39568
C2 2.21348 -0.24298 0.47805
C3 2.65341 0.06767 1.95101
C4 2.39371 1.54731 2.27673
O3 2.02614 -0.81883 2.85563
N1 2.88295 -1.41418 -0.14774
H1 2.63349 0.62697 -0.13243
H2 3.70647 -0.16982 2.05534
H3 2.88377 1.60441 3.20933
H4 1.50657 1.94359 2.44040
H5 2.90537 2.31747 1.62641
H6 1.24049 -1.24931 2.47275
H7 2.77578 -2.25348 0.41873
H8 2.43917 -1.55041 -1.10678
H9 0.03123 -3.72960 -2.12918
H10 0.64212 -3.87096 -0.75591
O4 -0.14230 -3.99391 -1.17928
H11 -1.32738 -3.45318 0.19045
H12 -0.44988 -2.69721 1.06110
O5 -1.40767 -2.90200 1.11220
H13 -2.23447 0.62865 0.84816
H14 -2.85929 -0.86268 0.82387
O6 -2.98254 0.11754 0.43613
H15 1.38259 -1.11288 -2.81453
H16 0.10643 -1.62461 -2.26634
O7 0.92516 -1.89069 -2.79209
H17 -0.74754 -1.03317 -3.28819
H18 -1.20035 0.31567 -2.86266
O8 -0.54814 -0.13626 -3.38049
H19 -1.18163 -1.66720 -1.07758
H20 -2.06968 -0.59438 -1.34604
O9 -1.92397 -1.47665 -1.65879
H21 -0.21746 2.15303 2.45561
H22 -1.40929 1.75268 3.20339
O10 -0.41787 1.94228 3.41077
H23 -2.79932 0.68194 2.82518
H24 -3.35539 1.32822 1.80781
O11 -3.03580 1.56033 2.72193
H25 0.06423 3.19776 -0.93201
H26 0.87561 3.96298 -0.29417
O12 0.14434 4.12162 -0.83033
H27 -2.05388 1.62508 -1.33566
H28 -3.43815 1.19154 -1.07342
O13 -2.70333 1.25138 -1.74947
H29 0.54991 1.21060 -3.08869
H30 -0.06606 2.58756 -2.49911
O14 0.49729 1.84086 -2.26761

Löwdin atomic charge list, values in e, 5 entries: number 1, O, carries -0.033; number 2, C, carries -0.568; number 3, O, carries -0.114; number 4, C, carries -0.269; number 5, C, carries -0.356


What is the total charge in the fifth record? -1


Among the records above, which one has the highest total charge? C24H21F6N2O4RuS2SbSe


The highest total charge belongs to which entry? C24H21F6N2O4RuS2SbSe